No. 1
{
  "formula": "C4H7NO",
  "method": "ωB97M-V/def2-TZVPD",
  "max_force_ev_per_a": 0.73,
  "smiles": "C[C@H](O)C=C=N",
  "e_above_lowest_ev": 2.0826,
  "homo_ev": -8.97,
  "symbols": ["C", "C", "O", "C", "C", "N", "H", "H", "H", "H", "H", "H", "H"],
  "xyz": [[-1.59, -0.86, -0.29], [-0.56, 0.03, 0.40], [-0.64, 1.35, -0.10], [0.87, -0.50, 0.28], [1.84, 0.38, 0.34], [2.71, 1.24, 0.49], [-2.58, -0.42, -0.14], [-1.60, -1.88, 0.12], [-1.40, -0.93, -1.36], [-0.82, 0.11, 1.45], [-0.30, 1.32, -1.01], [1.09, -1.55, 0.17], [2.99, 1.72, -0.36]],
  "nbo_charge": [-0.63, 0.09, -0.70, -0.48, 0.44, -0.62, 0.22, 0.21, 0.20, 0.18, 0.46, 0.25, 0.38]
}


No. 2
{
  "formula": "C34H45ClO6P2RbSi",
  "method": "ωB97M-V/def2-TZVPD",
  "max_force_ev_per_a": 3.50,
  "charge": -1,
  "e_above_lowest_ev": 2.6024,
  "homo_ev": [-4.41, 0.12],
  "symbols": ["Rb", "O", "Cl", "O", "O", "O", "C", "O", "C", "C", "O", "C", "H", "H", "H", "H", "H", "H", "H", "H", "H", "H", "C", "C", "P", "C", "C", "C", "C", "C", "C", "C", "C", "C", "C", "C", "C", "C", "P", "C", "C", "C", "C", "C", "C", "C", "C", "C", "C", "C", "C", "H", "H", "H", "H", "H", "H", "H", "H", "H", "H", "H", "H", "H", "H", "H", "H", "H", "H", "H", "H", "H", "H", "H", "H", "H", "H", "C", "Si", "C", "C", "H", "H", "H", "H", "H", "H", "H", "H", "H"],
  "xyz": [[1.83, 0.91, -0.73], [1.54, -0.46, 2.21], [1.33, 0.95, 2.85], [0.15, 0.83, 3.70], [1.03, 1.88, 1.66], [2.53, 1.43, 3.54], [4.68, -0.22, 1.16], [4.45, 0.86, 0.25], [5.48, 1.71, -0.21], [5.61, 1.71, -1.73], [4.48, 2.40, -2.23], [4.65, 2.85, -3.62], [5.72, -0.53, 1.03], [3.99, -1.06, 0.90], [4.47, 0.06, 2.20], [6.46, 1.35, 0.15], [5.31, 2.73, 0.08], [5.73, 0.68, -2.15], [6.51, 2.36, -1.98], [3.93, 3.68, -3.70], [4.44, 2.03, -4.32], [5.70, 3.17, -3.76], [-1.52, -1.66, 1.32], [-2.92, -1.37, 0.79], [-3.43, 0.49, 1.08], [-3.21, 1.20, -0.53], [-2.22, 0.72, -1.45], [-2.03, 1.45, -2.61], [-2.85, 2.57, -2.97], [-3.83, 2.98, -2.10], [-4.03, 2.28, -0.88], [-5.16, 0.12, 1.19], [-5.92, 0.02, -0.04], [-7.23, -0.47, -0.02], [-7.83, -0.83, 1.20], [-7.07, -0.72, 2.40], [-5.73, -0.33, 2.37], [-0.91, -3.04, 1.12], [0.71, -2.96, 0.36], [1.41, -4.52, 1.01], [2.43, -4.25, 1.97], [3.40, -5.19, 2.25], [3.20, -6.51, 1.75], [2.15, -6.81, 0.91], [1.29, -5.80, 0.43], [0.49, -3.37, -1.41], [1.66, -3.73, -2.11], [1.60, -3.75, -3.50], [0.39, -3.51, -4.14], [-0.78, -3.44, -3.42], [-0.77, -3.35, -2.06], [-1.48, -1.43, 2.42], [-0.88, -0.83, 0.94], [-3.63, -1.95, 1.40], [-2.96, -1.64, -0.30], [-1.56, -0.09, -1.18], [-1.31, 1.05, -3.25], [-2.60, 3.13, -3.91], [-4.52, 3.75, -2.44], [-4.86, 2.50, -0.22], [-5.46, 0.18, -1.05], [-7.82, -0.51, -0.96], [-8.85, -1.23, 1.16], [-7.57, -0.88, 3.34], [-5.16, -0.33, 3.35], [-1.58, -3.71, 0.63], [-0.66, -3.34, 2.17], [2.40, -3.22, 2.48], [4.29, -5.05, 2.90], [3.89, -7.35, 2.01], [1.94, -7.83, 0.52], [0.50, -5.91, -0.31], [2.55, -4.03, -1.60], [2.52, -3.97, -4.03], [0.32, -3.55, -5.21], [-1.76, -3.43, -3.88], [-1.70, -3.49, -1.49], [2.06, 5.71, 2.00], [0.32, 6.46, 1.75], [-0.96, 5.10, 2.23], [-0.04, 7.10, 0.06], [2.45, 5.86, 3.05], [2.74, 6.27, 1.34], [2.05, 4.67, 1.74], [-1.97, 5.29, 1.74], [-1.14, 5.20, 3.32], [-0.52, 4.10, 1.91], [-0.32, 8.18, 0.19], [-0.84, 6.59, -0.42], [0.80, 7.06, -0.62]],
  "mulliken_charge": [-0.17, -0.50, 1.38, -0.64, -0.71, -0.62, -0.41, -0.09, -0.77, -0.26, 0.00, -0.68, 0.44, -0.01, 0.21, 0.38, 0.22, 0.27, 0.31, 0.09, 0.24, 0.30, -0.11, -1.16, -0.12, 0.90, -0.76, -0.24, -0.85, -0.57, -0.69, 0.43, -0.27, -0.60, -0.38, -0.53, -0.23, -1.14, 0.72, -0.09, -0.11, -0.62, -0.26, -0.55, -0.25, 0.24, -0.62, -0.38, -0.71, -0.48, -0.28, 0.35, 0.08, 0.61, 0.27, 0.34, 0.80, 0.28, 0.39, 0.52, 0.21, 0.34, 0.33, 0.37, 0.33, 0.82, 0.40, 0.27, 0.34, 0.29, 0.30, 0.39, 0.39, 0.41, 0.42, 0.41, 0.15, -0.63, -0.04, -0.63, -0.88, 0.29, 0.29, 0.10, 0.27, 0.31, 0.06, 0.27, 0.26, 0.28]
}


No. 3
{
  "formula": "C4H10N3",
  "method": "ωB97M-V/def2-TZVPD",
  "max_force_ev_per_a": 5.41,
  "charge": 1,
  "smiles": "CC#[N+]NCCN",
  "e_above_lowest_ev": 4.2400,
  "homo_ev": -12.88,
  "symbols": ["C", "C", "N", "N", "C", "C", "N", "H", "H", "H", "H", "H", "H", "H", "H", "H", "H"],
  "xyz": [[1.26, -3.47, -0.45], [0.61, -2.37, 0.06], [0.19, -1.37, 0.50], [-0.25, -0.20, 1.03], [-1.30, 0.92, 0.69], [-0.61, 2.18, 0.22], [0.05, 2.22, -1.06], [0.94, -4.44, -0.08], [2.29, -3.39, -0.49], [0.85, -3.55, -1.49], [0.31, -0.06, 1.86], [-1.80, 1.11, 1.67], [-2.12, 0.38, 0.05], [-1.41, 3.09, 0.42], [0.14, 2.47, 0.95], [-0.59, 2.52, -1.86], [0.84, 2.88, -1.03]],
  "nbo_charge": [-0.75, 0.55, -0.03, -0.43, -0.20, -0.25, -0.85, 0.30, 0.29, 0.31, 0.41, 0.24, 0.24, 0.20, 0.21, 0.38, 0.38]
}


No. 4
{
  "formula": "C21H16BrN6O8OsS",
  "method": "ωB97M-V/def2-TZVPD",
  "max_force_ev_per_a": 4.05,
  "charge": 1,
  "s2": 6.125,
  "spin_multiplicity": 5,
  "homo_ev": [-11.03, -11.17],
  "symbols": ["Os", "C", "O", "C", "C", "C", "Br", "C", "C", "C", "O", "C", "N", "C", "C", "C", "C", "C", "C", "N", "H", "H", "H", "H", "H", "H", "H", "H", "H", "H", "H", "C", "C", "N", "C", "C", "N", "C", "O", "O", "C", "O", "O", "H", "H", "H", "H", "H", "O", "C", "N", "O", "S", "N"],
  "xyz": [[-1.34, -3.14, 1.27], [2.95, -3.82, -0.74], [2.40, -2.58, -1.34], [3.09, -1.43, -1.25], [4.47, -1.29, -1.03], [5.01, -0.08, -0.74], [6.70, 0.06, 0.15], [4.28, 1.10, -0.81], [2.91, 1.05, -1.13], [2.31, -0.20, -1.23], [0.97, -0.39, -1.18], [2.13, 2.25, -0.84], [2.60, 3.24, -0.08], [1.56, 4.13, 0.05], [1.61, 5.35, 0.79], [0.41, 6.06, 0.79], [-0.76, 5.65, 0.06], [-0.69, 4.52, -0.76], [0.41, 3.68, -0.67], [0.77, 2.41, -1.21], [3.23, -3.68, 0.33], [3.79, -4.12, -1.34], [2.19, -4.58, -0.89], [5.14, -2.14, -0.97], [4.74, 2.01, -0.45], [0.52, 0.45, -1.22], [2.49, 5.67, 1.33], [0.33, 6.99, 1.34], [-1.66, 6.24, 0.21], [-1.47, 4.37, -1.49], [0.51, 2.33, -2.18], [-1.98, 0.63, 1.83], [-2.88, -0.28, 1.10], [-2.76, -1.61, 0.98], [-3.88, -2.09, 0.26], [-4.65, -1.00, -0.12], [-3.98, 0.07, 0.45], [-5.88, -0.94, -0.86], [-6.27, -2.04, -1.53], [-6.44, 0.17, -0.87], [-3.85, -3.51, -0.08], [-4.70, -4.12, -0.73], [-2.83, -4.08, 0.53], [-1.01, 0.21, 2.00], [-2.37, 0.90, 2.87], [-1.98, 1.59, 1.29], [-4.27, 1.07, 0.31], [-5.79, -2.84, -1.21], [2.15, -1.29, 1.39], [1.07, -1.72, 1.57], [-0.05, -1.99, 1.86], [0.90, -6.57, 0.63], [0.33, -5.96, 1.88], [-0.46, -4.67, 1.68]],
  "nbo_charge": [1.20, -0.26, -0.48, 0.29, -0.25, -0.04, 0.12, -0.22, -0.16, 0.46, -0.61, 0.43, -0.34, 0.13, -0.15, -0.20, -0.09, -0.27, 0.22, -0.63, 0.20, 0.19, 0.24, 0.26, 0.26, 0.49, 0.26, 0.24, 0.25, 0.24, 0.43, -0.68, 0.44, -0.52, 0.02, 0.04, -0.46, 0.75, -0.64, -0.57, 0.76, -0.58, -0.67, 0.27, 0.27, 0.23, 0.45, 0.52, -0.56, 0.85, -0.76, -0.81, 1.40, -0.93]
}


No. 5
{
  "formula": "C21H19N3",
  "method": "ωB97M-V/def2-TZVPD",
  "max_force_ev_per_a": 3.96,
  "smiles": "CC1(C)/C(=C/N=N/c2ccc3ccccc3c2)Nc2ccccc21",
  "e_above_lowest_ev": 0.0000,
  "homo_ev": -7.28,
  "symbols": ["C", "C", "C", "C", "C", "N", "N", "C", "C", "C", "C", "C", "C", "C", "C", "C", "C", "N", "C", "C", "C", "C", "C", "C", "H", "H", "H", "H", "H", "H", "H", "H", "H", "H", "H", "H", "H", "H", "H", "H", "H", "H", "H"],
  "xyz": [[-4.01, 3.13, 0.65], [-2.56, 3.45, 0.19], [-2.11, 4.84, 0.53], [-1.61, 2.45, 0.76], [-1.50, 2.04, 2.08], [-0.61, 1.08, 2.55], [-0.22, 0.21, 1.74], [0.85, -0.62, 2.04], [1.46, -0.60, 3.31], [2.53, -1.49, 3.57], [2.97, -2.35, 2.61], [3.93, -3.29, 2.93], [4.47, -4.14, 1.95], [3.99, -4.04, 0.64], [2.98, -3.14, 0.30], [2.42, -2.31, 1.28], [1.39, -1.41, 1.04], [-0.92, 1.83, -0.28], [-1.38, 2.21, -1.50], [-0.96, 1.87, -2.77], [-1.62, 2.40, -3.87], [-2.58, 3.43, -3.68], [-2.94, 3.83, -2.39], [-2.35, 3.16, -1.27], [-4.08, 3.23, 1.75], [-4.26, 2.10, 0.40], [-4.73, 3.79, 0.13], [-2.73, 5.64, 0.05], [-1.05, 4.98, 0.22], [-2.15, 5.02, 1.60], [-2.12, 2.54, 2.82], [1.07, 0.04, 4.12], [2.94, -1.48, 4.58], [4.29, -3.37, 3.97], [5.21, -4.85, 2.27], [4.37, -4.74, -0.11], [2.64, -3.04, -0.74], [0.95, -1.30, 0.04], [-0.39, 0.99, -0.10], [-0.17, 1.11, -2.84], [-1.35, 2.06, -4.89], [-2.99, 3.99, -4.49], [-3.64, 4.67, -2.21]],
  "nbo_charge": [-0.58, -0.14, -0.59, 0.28, -0.19, -0.15, -0.27, 0.07, -0.21, -0.16, -0.10, -0.17, -0.22, -0.22, -0.20, 0.01, -0.18, -0.56, 0.14, -0.24, -0.19, -0.25, -0.18, -0.03, 0.21, 0.22, 0.22, 0.21, 0.22, 0.22, 0.21, 0.24, 0.21, 0.21, 0.22, 0.21, 0.21, 0.21, 0.44, 0.21, 0.22, 0.21, 0.21]
}


No. 6
{
  "formula": "H4NO2PS",
  "method": "ωB97M-V/def2-TZVPD",
  "max_force_ev_per_a": 3.72,
  "e_above_lowest_ev": 4.7292,
  "homo_ev": [-7.38, -6.91],
  "symbols": ["N", "O", "O", "P", "S", "H", "H", "H", "H"],
  "xyz": [[-0.76, 1.14, 1.00], [2.03, -1.23, 0.56], [0.11, -1.02, -0.95], [0.45, -1.42, 0.52], [-1.67, 1.25, -0.32], [-1.47, 0.96, 1.69], [2.62, -0.73, -0.17], [-0.75, -0.36, -1.15], [-0.55, 1.42, -1.18]],
  "nbo_charge": [-1.08, -1.03, -1.07, 1.48, 0.29, 0.33, 0.54, 0.45, 0.09]
}